Record 1
ORCA calculation (wB97M-V/def2-TZVPD) on an isolated molecule of C16H25NO3.

Each line ends with the Mulliken charge.
Element x y z (Å)
C  -5.2875  -1.9297  -2.1379  -1.352
C  -5.1991  -0.7945  -1.1245  -0.188
C  -4.0376  0.1471  -1.4358  -0.600
C  -3.9892  1.3818  -0.5344  -0.845
C  -3.8550  1.0954  0.9627  -1.081
C  -2.6210  0.2654  1.3164  -0.580
C  -1.3278  0.9948  0.9961  0.708
O  -1.2963  2.2019  0.8731  -0.645
C  -0.1282  0.1710  0.8245  0.669
C  0.1174  -1.1461  1.2274  0.199
C  -0.6903  -2.1319  1.9939  -1.557
N  1.3602  -1.4621  0.8336  0.035
C  1.9508  -0.4077  0.1763  -0.102
C  3.3025  -0.6127  -0.3164  0.345
O  3.8925  -1.6637  -0.1588  -0.673
O  3.8173  0.4446  -0.9591  -0.336
C  5.1516  0.3103  -1.4462  -0.252
C  6.1734  0.6094  -0.3584  -1.121
C  1.0458  0.6388  0.1641  0.449
C  1.2336  1.9867  -0.4239  -1.227
H  -5.4468  -1.5360  -3.1395  0.332
H  -4.3666  -2.5096  -2.1436  0.330
H  -6.1118  -2.5974  -1.8971  0.371
H  -6.1328  -0.2275  -1.1333  0.286
H  -5.0774  -1.2184  -0.1260  0.247
H  -4.1344  0.4890  -2.4696  0.451
H  -3.0952  -0.4013  -1.3696  0.214
H  -3.1480  2.0049  -0.8426  0.351
H  -4.9018  1.9635  -0.6869  0.399
H  -4.7463  0.5791  1.3245  0.431
H  -3.7873  2.0529  1.4824  0.443
H  -2.6240  0.0673  2.3920  0.442
H  -2.6429  -0.6919  0.8000  0.097
H  -0.0481  -2.9376  2.3445  0.388
H  -1.1632  -1.6649  2.8542  0.351
H  -1.4729  -2.5691  1.3738  0.268
H  1.8431  -2.3363  0.9800  0.248
H  5.2271  1.0279  -2.2659  0.324
H  5.2907  -0.7074  -1.8261  0.310
H  6.0917  -0.1262  0.4379  0.309
H  7.1749  0.5662  -0.7768  0.386
H  6.0015  1.6000  0.0559  0.295
H  1.3109  2.7263  0.3720  0.247
H  2.1317  2.0157  -1.0320  0.329
H  0.3665  2.2591  -1.0223  0.310

Properties
HOMO energy (eV): -8.564
Orbital gap (eV): 9.20
LUMO level (Ha): 0.0235
Energy relative to the best compared isomer or geometry (same formula, charge and spin) (kcal/mol): 8.3
Structure (SMILES): CCCCCCC(=O)c1c(C)[nH]c(C(=O)OCC)c1C
E (a.u.): -905.18923


Record 2
ORCA calculation (wB97M-V/def2-TZVPD) on a structure of composition C16H26B2F8N2O2Tl at a distorted geometry.

Each line ends with the Mulliken charge.
Element x y z (Å)
Tl  -1.6212  -1.2407  -0.5691  1.051
B  0.4745  -0.1821  1.6780  0.028
F  -0.7133  -0.6614  2.3056  -0.279
F  0.9600  -1.2371  0.8492  -0.104
F  0.1420  0.8681  0.8153  -0.309
F  1.4029  0.1942  2.6307  -0.343
B  -3.6533  1.0046  0.6117  0.227
F  -3.6389  -0.3072  1.2264  -0.364
F  -3.8854  0.7413  -0.7417  -0.317
F  -4.6288  1.7440  1.2623  -0.333
F  -2.3897  1.5928  0.7790  -0.495
C  2.5348  -0.8866  -3.9524  -0.642
C  3.1823  -0.4733  -2.6429  -0.573
C  1.9632  -0.0106  -1.8440  0.206
O  0.8772  -0.8391  -2.2566  -0.182
C  1.2715  -1.5619  -3.4325  -0.519
H  3.1348  -1.5862  -4.5345  0.385
H  2.3216  -0.0172  -4.5738  0.283
H  3.9310  0.3178  -2.6807  0.423
H  3.6401  -1.3235  -2.1232  0.204
H  1.7262  1.0190  -2.1470  0.015
H  2.1048  0.0403  -0.7695  -0.158
H  0.4447  -1.5187  -4.1431  0.289
H  1.4650  -2.6048  -3.1633  0.262
C  -3.1207  2.4470  -3.2457  -0.360
C  -1.9494  3.2879  -2.7511  -0.742
C  -0.9620  2.2763  -2.1703  -0.171
O  -1.5000  0.9773  -2.3914  -0.126
C  -2.4955  1.0771  -3.4043  -0.694
H  -3.6436  2.7739  -4.1411  0.402
H  -3.8700  2.3455  -2.4582  0.106
H  -2.2862  4.0487  -2.0445  0.289
H  -1.4892  3.8878  -3.5422  0.319
H  -0.7680  2.4616  -1.1126  0.073
H  0.0208  2.3256  -2.6527  0.310
H  -3.1883  0.2360  -3.3124  0.351
H  -2.0385  0.9167  -4.3964  0.325
N  4.8310  -3.7067  2.6394  0.053
C  3.8044  -4.3471  2.0028  -0.649
C  3.0736  -3.3913  1.2907  -0.144
C  3.6627  -2.1611  1.5099  0.141
C  4.7930  -2.3881  2.3247  -0.826
H  5.5346  -4.1549  3.2022  0.217
H  3.6497  -5.4054  2.1284  0.417
H  2.2364  -3.6005  0.6477  0.464
H  3.3397  -1.1914  1.1746  0.486
H  5.6408  -1.7618  2.5524  0.382
N  -2.3108  1.0919  3.4061  0.594
C  -3.2002  0.3336  4.0430  -0.006
C  -2.9910  0.4389  5.4712  -0.630
C  -1.9582  1.2971  5.6451  -0.630
C  -1.5978  1.7530  4.3222  0.104
H  -2.2734  1.1526  2.3789  0.292
H  -3.9681  -0.2075  3.5030  0.480
H  -3.5705  -0.0750  6.2192  0.465
H  -1.5024  1.6273  6.5623  0.464
H  -0.9492  2.5631  4.0150  0.488

Properties
HOMO energy (eV): -10.773
Total charge: +1
Orbital gap (eV): 1.76
LUMO level (Ha): -0.3312
E (a.u.): -1906.41283


Record 3
ORCA calculation (wB97M-V/def2-TZVPD) on a structure of composition C16H26BBrF4IN4O6W.

Each line ends with the Mulliken charge.
Element x y z (Å)
W  0.5108  0.6608  -1.5408  0.805
N  -0.2472  0.5440  0.4896  -0.308
C  -0.6348  -0.8511  0.7637  0.282
C  -1.5573  -0.9631  1.9794  -1.140
C  -1.7369  -2.3666  2.5526  -0.392
C  -0.4846  -2.9693  3.1859  -1.001
N  0.5656  -3.3771  2.2490  0.184
C  0.5273  -4.6802  1.7119  -0.283
N  1.7729  -5.0588  1.1638  -0.544
N  -0.6302  -5.1095  1.0049  -0.548
C  -1.2274  -1.4075  -0.5312  0.010
O  -1.8068  -2.4764  -0.5652  -0.737
O  -1.0514  -0.6502  -1.5861  -0.685
H  0.4537  0.8712  1.1670  0.455
H  -1.0671  1.1460  0.5641  0.374
H  0.2866  -1.4070  0.9502  0.196
H  -2.5382  -0.5551  1.7116  0.442
H  -1.1455  -0.3044  2.7517  0.344
H  -2.1331  -3.0226  1.7805  0.201
H  -2.4960  -2.3151  3.3395  0.401
H  -0.7756  -3.8239  3.8117  0.327
H  -0.0364  -2.2294  3.8540  0.439
H  1.4799  -3.1768  2.6292  0.215
H  2.2737  -4.2870  0.7261  0.214
H  1.6424  -5.8013  0.4916  0.349
H  -1.3745  -5.3847  1.6304  0.305
H  -0.9904  -4.3814  0.3828  0.223
O  -1.4964  0.0862  -4.3088  -0.618
H  -1.8041  -0.6365  -3.7483  0.295
H  -1.8804  0.8593  -3.8740  0.309
C  1.3951  -3.1862  -2.0759  -0.682
O  1.2723  -1.7960  -2.3592  -0.272
C  1.7390  -0.8752  -1.4547  1.005
C  3.0114  -1.2549  -0.7623  -1.024
H  2.4343  -3.5134  -2.1524  0.301
H  0.7888  -3.6949  -2.8206  0.296
H  1.0021  -3.4211  -1.0840  0.058
H  2.8548  -2.1386  -0.1314  0.027
H  3.3855  -0.4490  -0.1462  0.240
H  3.7587  -1.5166  -1.5193  0.444
I  1.7583  1.6113  -3.8119  -0.488
Br  -2.4572  8.7804  -0.5076  -0.214
C  -1.9005  6.9812  -0.7542  0.147
C  -0.6163  6.6171  -0.3796  -0.570
C  -0.2103  5.3050  -0.5619  -0.356
C  -1.0975  4.3890  -1.1174  0.005
C  -2.3850  4.7649  -1.4837  -0.356
C  -2.7959  6.0749  -1.3021  -0.561
C  -0.6589  2.9758  -1.3150  1.218
O  -1.4043  2.0910  -1.7965  -0.647
O  0.5282  2.6770  -0.9418  -0.421
H  0.0523  7.3489  0.0507  0.437
H  0.7768  4.9777  -0.2631  0.513
H  -3.0501  4.0288  -1.9139  0.449
H  -3.7911  6.3913  -1.5805  0.417
F  2.6260  1.4401  0.1845  -0.222
B  2.6659  2.0083  1.4908  0.252
F  3.9380  1.8794  2.0231  -0.329
F  1.7387  1.2441  2.2836  -0.452
F  2.2422  3.3279  1.4657  -0.331

Properties
Spin multiplicity: 3
HOMO energy (spin up / spin down) (eV): -4.302 / -4.837
Total charge: -1
Orbital gap (spin up / spin down) (eV): 6.53 / 7.07
LUMO level (spin up / spin down) (Ha): 0.0820 / 0.0820
Expectation value of S²: 2.042
Energy relative to the best compared isomer or geometry (same formula, charge and spin) (kcal/mol): 46.9
E (a.u.): -4659.24620


Record 4
ORCA calculation (wB97M-V/def2-TZVPD) on a cluster of 2 separate species, C16H26BrN5O2S in total at a distorted geometry.

Each line ends with the Mulliken charge.
Element x y z (Å)
C  1.9584  4.8268  -1.6784  -0.957
N  2.0459  3.4304  -2.0992  0.003
C  1.3715  2.9092  -3.1332  0.215
O  0.6138  3.5816  -3.8256  -0.677
C  1.5892  1.4219  -3.4836  0.110
C  0.3695  0.5819  -3.0751  -1.093
S  0.1453  0.6023  -1.2715  -0.232
N  2.7795  0.8244  -2.8637  -0.189
C  4.0543  1.0200  -3.1948  0.723
C  4.4063  1.8988  -4.3787  -1.031
O  4.9417  0.4983  -2.5412  -0.661
H  2.1057  5.4814  -2.5396  0.304
H  2.7194  5.0447  -0.9281  0.338
H  0.9700  5.0229  -1.2592  0.301
H  2.6338  2.8064  -1.5681  0.283
H  1.6824  1.3681  -4.5686  0.405
H  -0.5216  0.9956  -3.5535  0.492
H  0.5029  -0.4461  -3.4160  0.487
H  -0.9434  -0.1794  -1.2290  0.108
H  2.6250  0.2189  -2.0716  0.173
H  3.9776  1.4800  -5.2866  0.320
H  4.0332  2.9077  -4.2172  0.278
H  5.4905  1.9322  -4.4781  0.320
Br  -6.8700  -0.1553  -0.4232  -0.201
C  -5.1955  -0.7587  0.2600  -0.034
C  -4.1421  0.1473  0.4036  -0.437
C  -2.9164  -0.2776  0.9229  -0.629
C  -2.7551  -1.6242  1.2922  0.764
N  -1.5440  -2.1172  1.8566  0.224
C  -0.3378  -1.2694  2.0108  -0.053
C  -0.3592  -0.5586  3.3651  -0.479
C  0.1969  -1.4144  4.5038  -0.851
N  -0.5316  -2.6772  4.7013  -0.352
C  -0.4805  -3.6774  3.6153  -0.805
C  -1.5638  -3.4382  2.5481  -0.953
C  -3.8824  -2.4642  1.0844  -0.387
N  -5.0624  -2.0491  0.5912  -0.544
H  -4.2981  1.1837  0.1245  0.422
H  -2.1319  0.4580  1.0521  0.631
H  -0.2859  -0.5272  1.2151  -0.715
H  0.5735  -1.8654  1.9055  0.494
H  -1.3824  -0.2537  3.6043  0.291
H  0.2480  0.3479  3.2931  0.413
H  0.1421  -0.8326  5.4294  0.433
H  1.2536  -1.6309  4.3143  0.360
H  -0.2631  -3.1022  5.5898  0.252
H  -0.6535  -4.6668  4.0499  0.475
H  0.5136  -3.7012  3.1576  0.309
H  -1.4890  -4.2294  1.7959  0.346
H  -2.5182  -3.5550  3.0714  0.557
H  -3.8152  -3.5191  1.3256  0.450

Properties
HOMO energy (eV): -7.919
Orbital gap (eV): 8.32
LUMO level (Ha): 0.0147
Energy relative to the best compared isomer or geometry (same formula, charge and spin) (kcal/mol): 0.0
Structure (SMILES): CNC(=O)[C@H](CS)NC(C)=O.Brc1ccc(N2CCCNCC2)cn1
E (a.u.): -4021.75469